Formula: C6H9N3
Source: OMol25
Level of theory: the ωB97M-V functional and the def2-TZVPD basis

Properties
strongest force on any atom: 2.61 eV Å⁻¹
LUMO: 0.278 eV
calculated total energy: -398.249797 a.u.
SMILES: CC#N.CC#N.CC#N
relative energy (zero: lowest compared OMol25 entry of this formula, charge and spin): 16.1 kcal per mole
HOMO level: -11.4 eV

Geometry as ORCA input:
```
! RIJCOSX wB97M-V def2-TZVPD def2/J DEFGRID3
* xyz 0 1
C 1.79424 -2.47064 0.11435
C 2.15206 -1.46810 -0.85844
N 2.48810 -0.71293 -1.67752
H 0.99911 -2.03004 0.71580
H 2.68397 -2.77345 0.66643
H 1.46686 -3.41370 -0.32332
C -1.56642 0.78281 2.28165
C -1.74795 -0.25156 1.25733
N -1.89975 -1.14524 0.52588
H -2.38904 1.49778 2.26771
H -0.66675 1.37122 2.10144
H -1.52290 0.32157 3.26829
C -0.19907 1.37233 -1.37552
C -0.52486 2.37026 -2.42073
N -0.73124 3.22012 -3.19096
H -0.90165 1.32453 -0.54354
H 0.74376 1.56079 -0.86204
H -0.17853 0.44431 -1.94687
*
```